This record from OMol25 describes CH3ClNO2S as an isolated structure. The level of theory is the ωB97M-V functional and the def2-TZVPD basis.

Last column: Löwdin charge in e.
Geometry (Å):
C1 0.75827 -1.66740 -0.84255  -0.556
N1 -0.63745 1.06402 0.46954  -0.164
O1 -2.25984 -0.71067 -0.51933  -0.466
O2 -1.02532 0.79730 -1.87455  -0.445
S1 -0.92417 -0.12442 -0.80054  0.462
Cl1 0.68659 -2.00342 0.96256  0.232
H1 -0.08719 -2.27629 -1.18769  -0.114
H2 -1.01774 0.51763 1.26741  0.012
H3 0.41014 1.05638 0.58702  0.039

Cartesian forces (eV/Å) of the 3 atoms listed first:
C -1.69 1.78 0.31
N 0.77 -2.11 0.90
O 1.46 -0.20 0.66

- Largest force on an atom: 0.06515 hartree/bohr
- Frontier orbital gap: 8.0 eV
- Energy above the lowest of the compared OMol25 structures with the same formula, charge and spin: 69.41 kcal per mole
- HOMO: -4.36 eV
- Charge: -1


This record from OMol25 describes an isolated ion of composition CH3ClO2P and charge -1. The level of theory is the ωB97M-V functional and the def2-TZVPD basis.

Last column: Löwdin charge in e.
Geometry (Å):
C1 -0.39318 -0.00979 -0.19785  -0.340
O1 -2.32961 1.89662 -1.05189  -0.622
O2 1.02218 -0.62111 -0.09500  -0.195
P1 -1.58255 0.90479 -1.74875  0.187
Cl1 -0.00222 1.96638 -2.61995  -0.026
H1 -1.01088 -0.93842 0.00266  0.032
H2 1.49001 -0.63068 -0.87987  -0.018
H3 -0.58364 0.60178 0.60502  -0.018

Cartesian forces (eV/Å) of the 3 atoms listed first:
C 0.14 -3.39 -2.55
O -2.83 3.40 2.87
O -2.88 1.11 2.68

- SMILES: [O-]P(Cl)CO
- Largest force on an atom: 0.11195 hartree/bohr
- Frontier orbital gap: 7.2 eV
- Energy above the lowest of the compared OMol25 structures with the same formula, charge and spin: 76.97 kcal per mole
- HOMO: -3.23 eV
- Charge: -1


This record from OMol25 describes one molecule with the formula CH3ClO3S. The level of theory is the ωB97M-V functional and the def2-TZVPD basis.

Last column: Löwdin charge in e.
Geometry (Å):
C1 -1.27469 0.39898 -0.01940  -0.114
O1 1.40624 0.25695 1.30481  -0.326
O2 1.78092 -2.12796 0.05890  -0.415
O3 -0.43191 -0.77040 0.01138  -0.350
S1 1.09072 -0.53651 0.15119  0.465
Cl1 1.75608 0.50066 -1.51147  0.386
H1 -0.74981 1.38519 0.44481  0.130
H2 -2.10668 0.21846 0.69719  0.102
H3 -1.47086 0.67464 -1.13742  0.121

Cartesian forces (eV/Å) of the 3 atoms listed first:
C 0.42 3.43 -0.10
O -0.42 -0.22 -1.09
O -3.27 7.32 0.14

- SMILES: COS(=O)(=O)Cl
- Largest force on an atom: 0.16662 hartree/bohr
- Frontier orbital gap: 10.0 eV
- Energy above the lowest of the compared OMol25 structures with the same formula, charge and spin: 48.53 kcal per mole
- HOMO: -10.82 eV
- Charge: 0


This record from OMol25 describes CH3ClOS as an isolated structure. The level of theory is the ωB97M-V functional and the def2-TZVPD basis.

Last column: Löwdin charge in e.
Geometry (Å):
C1 0.45411 0.85324 0.43393  -0.781
H1 1.15190 -0.45965 -1.33316  -0.042
H2 0.43842 0.99143 1.52952  0.108
H3 -0.19642 -0.57313 0.01448  -0.470
O1 -0.06034 1.60990 -0.34241  -0.082
S1 1.33526 -0.62310 -0.01315  0.846
Cl1 -1.47059 -0.46986 0.00795  0.421

Cartesian forces (eV/Å) of the 3 atoms listed first:
C 0.61 3.60 0.04
H 0.09 0.06 -0.02
H 0.01 -0.20 -0.14

- Largest force on an atom: 0.11384 hartree/bohr
- Frontier orbital gap: 10.5 eV
- Energy above the lowest of the compared OMol25 structures with the same formula, charge and spin: 47.84 kcal per mole
- HOMO: -10.20 eV
- Charge: 0


This record from OMol25 describes a 2-piece molecular cluster, CH3ClOSi overall. The level of theory is the ωB97M-V functional and the def2-TZVPD basis.

Last column: Mulliken spin population.
Geometry (Å):
C1 3.44820 1.66313 1.76982  0.014
O1 3.69912 1.10787 0.84490  0.001
Si1 0.10544 0.08057 0.38148  0.828
Cl1 0.39010 1.63306 1.57473  0.287
H1 1.40062 -0.26188 -0.21882  0.314
H2 -1.27534 0.30096 -0.13862  0.137
H3 0.16645 -1.16530 1.28059  0.420

Cartesian forces (eV/Å) of the 3 atoms listed first:
C -0.26 1.17 1.97
O 0.60 -1.12 -1.93
Si -2.59 -0.24 -2.74

- Largest force on an atom: 0.07337 hartree/bohr
- Expectation value of S²: 2.01
- Frontier orbital gap (spin up / spin down): 5.2 / 6.2 eV
- Multiplicity: 3
- Energy above the lowest of the compared OMol25 structures with the same formula, charge and spin: 88.02 kcal per mole
- HOMO (spin up / spin down): -4.40 / -11.44 eV
- Charge: 0


This record from OMol25 describes a 2-piece molecular cluster, CH3F2NS overall. The level of theory is the ωB97M-V functional and the def2-TZVPD basis.

Last column: Mulliken spin population.
Geometry (Å):
C1 -1.34463 0.18085 -0.05827  -0.033
N1 -0.66689 1.29322 0.32788  1.723
F1 2.95119 -0.38038 -0.88602  0.008
F2 1.54068 -0.95116 0.83736  0.002
S1 1.98655 0.40687 0.12033  0.033
H1 -1.19275 -0.86335 0.59759  0.126
H2 -0.87167 -0.04005 -1.04025  0.068
H3 -2.40248 0.35399 0.10138  0.073

Cartesian forces (eV/Å) of the 3 atoms listed first:
C 0.81 -3.01 1.06
N 0.67 0.98 1.27
F 0.36 0.38 -0.20

- Largest force on an atom: 0.06404 hartree/bohr
- Expectation value of S²: 2.01
- Frontier orbital gap (spin up / spin down): 9.4 / 8.8 eV
- Multiplicity: 3
- Energy above the lowest of the compared OMol25 structures with the same formula, charge and spin: 4.74 kcal per mole
- HOMO (spin up / spin down): -9.23 / -9.47 eV
- Charge: 0


This record from OMol25 describes an isolated ion of composition CH3F3NS and charge +1. The level of theory is the ωB97M-V functional and the def2-TZVPD basis.

Last column: Löwdin charge in e.
Geometry (Å):
C1 1.48815 0.01136 -0.06273  -0.111
N1 0.22588 0.37809 0.18100  -0.155
F1 -2.12725 0.74903 0.97333  -0.136
F2 -1.72364 0.30760 -1.34557  -0.109
F3 -2.53341 -1.52238 0.33384  -0.235
S1 -1.17395 -0.22221 0.04179  1.233
H1 1.85743 -0.50259 -0.99974  0.147
H2 2.17116 -0.29860 0.85911  0.183
H3 1.81563 1.09970 0.01898  0.184

Cartesian forces (eV/Å) of the 3 atoms listed first:
C 4.70 0.08 0.88
N -2.99 -1.89 0.46
F 2.70 -1.82 -2.13

- SMILES: C[N+]#S(F)(F)F
- Largest force on an atom: 0.12398 hartree/bohr
- Frontier orbital gap (spin up / spin down): 8.1 / 8.1 eV
- Energy above the lowest of the compared OMol25 structures with the same formula, charge and spin: 83.81 kcal per mole
- HOMO (spin up / spin down): -17.48 / -17.42 eV
- Charge: +1


This record from OMol25 describes one molecule with the formula CH3F3Si. The level of theory is the ωB97M-V functional and the def2-TZVPD basis.

Last column: Löwdin charge in e.
Geometry (Å):
C1 2.08949 -0.03131 0.10680  -0.808
F1 2.77231 -0.13424 1.23633  0.101
F2 2.53197 1.13539 -0.38278  0.050
F3 2.56008 -0.96675 -0.77932  0.022
Si1 0.17878 -0.03245 -0.08971  0.798
H1 0.27217 0.41268 -1.45278  -0.047
H2 -0.60884 -1.12078 0.50999  -0.066
H3 0.08649 1.15136 0.80091  -0.050

Cartesian forces (eV/Å) of the 3 atoms listed first:
C 0.58 -0.57 -0.99
F -0.22 -0.93 0.98
F -0.26 1.03 -0.68

- SMILES: FC(F)(F)[SiH3]
- Largest force on an atom: 0.04850 hartree/bohr
- Frontier orbital gap: 12.3 eV
- Energy above the lowest of the compared OMol25 structures with the same formula, charge and spin: 162.00 kcal per mole
- HOMO: -11.60 eV
- Charge: 0


This record from OMol25 describes one molecule with the formula CH3FINS. The level of theory is the ωB97M-V functional and the def2-TZVPD basis.

Last column: Löwdin charge in e.
Geometry (Å):
C1 0.17972 -0.20997 0.25051  -0.301
N1 1.29377 -0.89888 0.85684  -0.615
F1 4.08450 1.85977 -0.89904  -0.671
S1 4.51391 1.18719 0.57629  0.351
I1 3.02549 -0.95005 -0.03656  1.085
H1 0.34124 0.61956 -0.21726  -0.007
H2 -0.47497 -0.02535 1.09817  0.081
H3 -0.21054 -0.86810 -0.53297  0.077

Cartesian forces (eV/Å) of the 3 atoms listed first:
C -0.63 -4.93 1.97
N 1.69 -0.50 0.11
F 0.44 -0.05 0.93

- Largest force on an atom: 0.11941 hartree/bohr
- Frontier orbital gap (spin up / spin down): 6.7 / 6.7 eV
- Energy above the lowest of the compared OMol25 structures with the same formula, charge and spin: 80.76 kcal per mole
- HOMO (spin up / spin down): -8.62 / -8.63 eV
- Charge: 0


This record from OMol25 describes one molecule with the formula CH3FINS. The level of theory is the ωB97M-V functional and the def2-TZVPD basis.

Last column: Löwdin charge in e.
Geometry (Å):
C1 -1.05266 -0.35057 0.03798  -0.168
N1 -0.16047 0.46931 0.76904  -0.468
F1 1.37033 1.80100 -0.99702  -0.475
S1 1.20113 0.94904 0.52041  0.604
I1 2.59152 -1.04100 -0.07393  0.346
H1 -1.89623 -0.39493 0.65402  0.073
H2 -0.72317 -1.28678 0.01004  0.020
H3 -1.33044 -0.14607 -0.92054  0.067

Cartesian forces (eV/Å) of the 3 atoms listed first:
C -0.66 1.60 2.38
N 0.14 1.19 -0.46
F -0.20 -1.12 1.34

- Largest force on an atom: 0.09007 hartree/bohr
- Frontier orbital gap: 8.8 eV
- Energy above the lowest of the compared OMol25 structures with the same formula, charge and spin: 7.51 kcal per mole
- HOMO: -9.71 eV
- Charge: 0